{
  "formula": "C17H27CrN2O2P",
  "method": "ωB97M-V/def2-TZVPD",
  "symbols": ["C", "C", "C", "C", "C", "C", "C", "C", "N", "Cr", "C", "P", "H", "H", "H", "H", "H", "H", "H", "H", "C", "C", "H", "C", "C", "H", "H", "H", "H", "H", "H", "H", "H", "H", "H", "H", "H", "H", "H", "O", "C", "C", "C", "C", "O", "N", "H", "H", "H", "H"],
  "positions_angstrom": [[-0.563, -1.331, -3.627], [0.103, -1.990, -2.590], [0.234, -1.387, -1.323], [-0.293, -0.122, -1.149], [-0.980, 0.540, -2.160], [-1.139, -0.075, -3.406], [0.892, -2.113, -0.180], [1.567, -1.288, 0.953], [2.684, -0.451, 0.571], [-0.076, 0.527, 0.785], [-1.521, 1.908, -1.854], [-0.537, 2.534, -0.405], [0.533, -2.982, -2.742], [-1.696, 0.445, -4.186], [-0.645, -1.800, -4.612], [-2.576, 1.882, -1.536], [-1.424, 2.620, -2.685], [0.150, -2.750, 0.329], [1.636, -2.811, -0.588], [0.930, -0.723, 1.738], [-1.312, 4.115, -0.041], [1.001, 3.016, -1.255], [1.969, -2.070, 1.646], [3.082, -0.111, -0.778], [3.763, -0.414, 1.534], [-0.968, 1.709, 1.605], [4.162, -0.265, -0.865], [2.597, -0.698, -1.576], [2.896, 0.959, -0.977], [4.735, -0.473, 1.040], [3.713, 0.517, 2.117], [3.679, -1.256, 2.238], [0.772, 3.807, -1.978], [1.715, 3.379, -0.509], [1.438, 2.161, -1.779], [-1.374, 4.709, -0.962], [-2.316, 3.950, 0.365], [-0.705, 4.647, 0.701], [-0.007, 1.522, 2.130], [-3.112, -0.932, 0.000], [-2.606, -1.239, 1.072], [-3.191, -2.255, 2.049], [-2.287, -2.216, 3.259], [-1.183, -1.239, 2.887], [-0.206, -0.975, 3.589], [-1.432, -0.715, 1.625], [-4.220, -1.972, 2.303], [-3.221, -3.250, 1.584], [-2.826, -1.860, 4.145], [-1.837, -3.188, 3.497]],
  "atomic_forces_ev_per_a": [[-0.11, -0.01, 0.11], [0.12, 0.06, 0.33], [-0.39, -0.30, -1.25], [0.17, 0.40, 1.05], [-0.01, -0.48, -0.66], [0.24, 0.12, 0.22], [-0.01, -0.08, 0.46], [0.58, -0.66, 0.34], [0.34, -0.18, -0.18], [-0.81, 0.62, -0.96], [-0.06, 0.42, 0.52], [0.19, -0.90, -2.15], [-0.11, 0.20, -0.15], [0.17, -0.22, 0.02], [0.00, 0.12, 0.38], [0.19, -0.12, -0.16], [-0.10, -0.15, 0.07], [0.07, 0.16, -0.16], [0.04, 0.17, 0.19], [0.47, -1.00, -0.79], [-0.08, 0.38, 0.37], [0.12, 0.46, 0.00], [-0.40, 0.43, -0.34], [-0.12, 0.11, -0.38], [-0.34, 0.29, 0.47], [2.24, -0.12, 1.70], [-0.07, -0.02, -0.16], [0.06, 0.21, 0.49], [0.10, -0.35, -0.13], [-0.01, 0.04, 0.04], [0.31, -0.16, 0.11], [0.07, 0.23, -0.13], [0.19, -0.02, 0.07], [0.01, 0.03, -0.21], [-0.24, 0.11, 0.15], [-0.01, -0.11, 0.26], [0.18, 0.10, -0.06], [-0.20, 0.04, -0.11], [-2.05, 0.82, 0.30], [0.64, -0.13, 1.04], [0.05, 0.27, -0.11], [-0.50, -0.30, -0.17], [0.12, -0.16, 0.46], [-0.07, 0.13, -0.31], [-0.73, -0.07, -0.66], [-0.58, -0.81, 0.39], [0.18, -0.08, -0.27], [-0.06, 0.34, -0.03], [0.32, -0.08, -0.05], [-0.08, 0.25, 0.06]],
  "multiplicity": 5,
  "e_tot_ev": -62849.6083,
  "e_above_lowest_kcal_mol": 19.7,
  "homo_ev": [-7.2, -8.1],
  "e_lumo_ev": [0.47, -0.64]
}